{"formula": "C39H32BrClF5N6Ti", "method": "the ωB97M-V functional and the def2-TZVPD basis", "elements": ["C", "H", "H", "N", "N", "C", "Br", "H", "N", "H", "C", "H", "C", "H", "H", "C", "C", "Ti", "H", "H", "H", "H", "H", "H", "C", "C", "H", "H", "H", "N", "H", "C", "C", "C", "C", "C", "H", "C", "H", "C", "Cl", "C", "C", "C", "H", "C", "C", "H", "C", "H", "H", "H", "C", "F", "C", "H", "H", "C", "H", "F", "H", "F", "F", "C", "H", "C", "H", "F", "C", "C", "C", "N", "H", "C", "C", "H", "N", "C", "C", "C", "C", "C", "C", "C", "C"], "coordinates": [[-3.0773, 0.2994, -0.0330], [2.4949, 1.3063, -4.4499], [0.3930, -3.4182, -4.6028], [1.0592, -1.7685, -1.7070], [0.5721, -3.8481, 0.8531], [0.7281, 1.2819, -1.4749], [-1.0001, -1.1605, -3.4875], [2.7194, -2.1710, -0.4830], [-1.7401, 1.3820, -1.5660], [3.5677, 5.2615, 2.0841], [0.9389, -3.1876, -3.6971], [-6.7243, -0.4199, 1.1931], [-2.2942, -2.8254, -0.9493], [2.0255, 6.5736, 0.4745], [2.1153, 4.3874, 2.5913], [-1.6510, 3.9994, 3.9486], [-2.6249, 3.2311, 3.3431], [-0.0617, -0.5074, -0.5076], [2.4712, -4.7186, -3.9328], [3.5385, 3.4863, 2.0463], [-6.2724, 1.4148, -0.4136], [-2.5204, -1.2330, 1.3572], [-2.6777, -1.8985, -1.3414], [-3.9794, 1.8532, -1.2004], [3.6104, 4.5738, -0.5125], [1.6928, 3.2085, 0.0549], [4.1245, 5.5276, -0.3484], [-3.0272, 1.4674, 2.1825], [3.6400, -3.9738, -1.8003], [-1.1234, -2.7409, -0.2961], [-3.0463, -6.0933, -0.6570], [2.4151, 4.4353, 0.4472], [-3.0138, -3.9862, -1.1210], [-2.2698, 2.0922, 2.6386], [-5.7124, -0.2099, 0.8683], [-0.0600, 2.4567, 3.0562], [0.9315, -2.9370, 1.0835], [-0.5959, 1.6624, -2.0898], [-3.9468, -3.9684, -1.6673], [0.4142, -1.1982, 2.5982], [-4.2982, 3.6806, 3.4879], [-4.1671, 1.0630, -0.4911], [2.0899, -3.9100, -3.3247], [0.4780, 2.1462, -4.2066], [0.4596, 4.1576, 4.2723], [-0.5917, 2.2791, -3.4080], [1.6798, 1.4648, -3.7531], [0.9610, 2.1148, 2.9129], [2.2167, -2.4768, -1.3876], [3.2714, 4.5292, -1.5484], [-4.8026, -1.7181, 2.0974], [0.7733, -4.5857, 1.5027], [3.0818, -0.6695, 2.4547], [3.3740, -1.4727, 4.6517], [1.2230, -1.4700, 3.6853], [-0.9085, -5.9838, 0.5980], [-1.5044, 2.7577, -3.7471], [-0.6444, -3.8787, 0.2344], [4.3215, 3.7604, -0.3518], [-0.8785, -1.5508, 2.7483], [1.0949, 5.6773, -0.7444], [2.8059, 0.0501, 0.2834], [0.7216, -2.0296, 4.7971], [2.5756, -1.2043, 3.6183], [0.4566, 2.5467, -5.2146], [-1.3293, -5.1013, 0.1304], [0.6362, 5.5760, 0.9608], [4.3931, -0.4133, 2.3583], [1.8108, 1.1009, -2.4676], [-0.3361, 3.5937, 3.8040], [-5.4553, 0.8045, -0.0455], [-1.0023, 1.7111, 2.4894], [2.7663, 0.7477, -2.0995], [1.1915, 2.2613, -0.5004], [1.4838, 5.6431, 0.2745], [-1.9170, 4.8786, 4.5199], [-1.7666, 0.5048, -0.4763], [2.9404, 4.3866, 1.8840], [2.7305, -3.4898, -2.1361], [-4.6376, -0.9381, 1.3623], [0.5090, -2.1660, -2.9056], [-3.3457, -0.6800, 0.9359], [2.2192, -0.4283, 1.3996], [-2.5136, -5.1546, -0.5597], [0.8533, -0.6949, 1.3826]], "lowdin_spin": [0.00, 0.00, 0.00, 0.20, 0.01, 0.01, 0.02, 0.01, 0.00, 0.00, 0.03, 0.00, 0.01, 0.00, 0.00, 0.00, 0.00, 1.01, 0.02, 0.00, 0.00, 0.00, 0.00, 0.00, 0.00, 0.01, 0.00, 0.00, 0.00, 0.02, 0.00, 0.00, 0.00, 0.00, 0.00, 0.00, 0.00, 0.01, 0.00, 0.01, 0.00, 0.00, 0.27, 0.00, 0.00, 0.00, 0.00, 0.00, 0.14, 0.00, 0.00, 0.00, 0.00, 0.01, 0.00, 0.00, 0.00, 0.00, 0.00, 0.00, 0.00, 0.01, 0.00, 0.02, 0.00, 0.00, 0.00, 0.00, 0.00, 0.00, 0.00, 0.00, 0.00, 0.01, 0.00, 0.00, -0.01, 0.00, 0.04, 0.00, 0.14, 0.00, 0.02, 0.00, 0.01], "fmax_ev_per_a": 1.682, "spin_multiplicity": 3, "homo_lumo_gap_ev": [4.8, 6.3], "energy_ev": -169168.914, "de_lowest_kcal_mol": 15.84, "s2": 2.025, "homo_energy_ev": [-2.4, -3.8], "charge": -1}

***

{"formula": "C39H32Cl2F5N6O2Se2Tc", "method": "the ωB97M-V functional and the def2-TZVPD basis", "elements": ["C", "H", "C", "H", "C", "C", "C", "N", "H", "O", "F", "C", "C", "C", "H", "H", "C", "C", "C", "H", "C", "H", "Cl", "F", "H", "H", "C", "C", "H", "C", "C", "H", "C", "Se", "H", "H", "H", "Tc", "H", "H", "Se", "H", "C", "C", "N", "C", "F", "H", "C", "H", "N", "Cl", "C", "N", "C", "N", "C", "C", "O", "C", "C", "H", "C", "F", "C", "H", "H", "C", "H", "H", "H", "H", "C", "C", "H", "C", "F", "H", "N", "H", "C", "H", "C", "C", "H", "C", "C", "H", "C"], "coordinates": [[1.4532, 4.5112, -0.8648], [3.6327, 2.8616, 1.9670], [0.6463, -3.5226, 2.9214], [1.6870, -3.0291, 4.7344], [-2.9594, -3.5673, -2.8346], [-0.1121, 0.6144, 2.4664], [-2.7681, -3.4199, 3.0582], [0.9121, 2.0921, -1.3971], [5.8366, -1.6659, 3.0361], [0.3691, 1.4310, 3.2247], [-2.1845, -2.5744, 3.9103], [2.3030, 2.5483, 0.2845], [0.8691, -1.2978, 3.7651], [-3.2237, -5.6936, 2.4652], [4.8335, 0.8007, 0.3477], [2.2643, -0.7304, 0.9689], [5.2329, -0.8885, 2.5687], [3.0377, 3.3115, 1.1841], [0.8853, 2.5506, -3.8307], [5.8980, -1.4243, 0.5962], [0.6907, 0.2873, -4.9792], [-0.5882, 3.1408, -2.3447], [-0.9724, 6.0004, 1.7040], [-3.1150, -6.9898, 2.7092], [4.0900, -0.4061, -0.6960], [-0.5691, 1.4147, -2.6775], [-3.9158, -5.2522, 1.3505], [1.6209, 1.3148, -4.3440], [4.3667, -2.1432, 1.0385], [0.0606, 2.2954, -2.5735], [-3.4357, -2.9456, 1.9351], [3.5037, 5.3187, 1.7197], [2.8613, 0.1809, 0.9458], [0.5862, -0.7603, -1.3135], [2.1857, 0.8525, -3.5265], [2.9356, 0.5686, 1.9620], [1.2200, -0.5636, 4.4773], [-1.5292, -0.6961, 0.2560], [0.1682, 0.7171, -5.8359], [4.3136, -0.7979, 3.1521], [-3.5995, -1.0729, 1.5784], [0.8287, -4.5863, 2.9800], [-0.0852, -3.0104, 1.8689], [-2.7418, 3.2767, -0.6419], [-0.3448, -1.7038, 1.7577], [-2.3696, 4.4842, -0.0693], [-1.9684, -5.1911, 4.3885], [-0.4828, -3.6540, 1.0939], [0.1367, -0.8590, 2.6802], [0.8435, 4.9696, -1.6317], [2.1231, 1.1724, 0.1703], [-3.0203, 5.9413, -0.7204], [-4.0157, -3.8938, 1.1025], [-2.4044, -1.7459, -1.4151], [-3.6776, -2.7160, -3.6595], [-0.8823, 0.8469, 1.3633], [1.5375, 3.1322, -0.7141], [-2.2083, 2.0915, -0.1528], [-3.5995, 1.3651, -2.6074], [-2.6488, -4.7717, 3.3248], [-3.7366, -1.3656, -3.3506], [-0.2911, 3.3612, 2.3543], [2.1754, 5.2727, 0.0321], [-4.7090, -3.5155, 0.0264], [1.2586, 0.9298, -0.8262], [-1.7712, -3.6751, -1.0438], [-2.8864, -4.6255, -3.0398], [-1.3352, 2.1179, 0.9488], [-4.2685, -0.6475, -3.9589], [1.5944, 3.3567, -3.6257], [2.3646, 1.6308, -5.0775], [5.7803, 0.0527, 2.6582], [-3.0869, -0.9153, -2.2213], [2.9560, 4.6821, 1.0384], [1.2490, -0.5819, -5.3280], [-1.4784, 4.5098, 0.9982], [-4.4769, -6.1308, 0.5254], [2.1334, 6.3508, -0.0380], [-2.4350, 0.8040, -0.6879], [0.2051, 2.9199, -4.6026], [4.9544, -1.2218, 1.1054], [-0.0601, -0.0726, -4.2717], [-2.3356, -3.0434, -1.7197], [-3.0901, 0.5530, -1.8664], [-4.1833, -3.0998, -4.5352], [4.2298, -0.1118, 0.3477], [-0.9696, 3.3302, 1.5174], [-3.4202, 3.2683, -1.4785], [1.1222, -2.6524, 3.8920]], "lowdin_spin": [0.00, 0.00, 0.00, 0.00, 0.00, 0.03, 0.00, 0.00, 0.00, 0.06, 0.00, 0.00, 0.00, 0.00, 0.00, 0.00, 0.00, 0.00, 0.00, 0.00, 0.00, 0.00, 0.00, 0.00, 0.00, 0.00, 0.00, 0.00, 0.00, 0.00, 0.02, 0.00, 0.00, 0.03, 0.00, 0.00, 0.00, 2.37, 0.00, 0.00, 0.10, 0.00, 0.02, 0.00, 0.02, 0.01, 0.00, 0.00, 0.01, 0.00, 0.00, 0.00, 0.00, 0.02, 0.01, 0.07, 0.00, 0.00, 0.06, 0.00, 0.00, 0.00, 0.00, 0.00, 0.01, 0.00, 0.00, 0.00, 0.00, 0.00, 0.00, 0.00, 0.00, 0.00, 0.00, 0.01, 0.00, 0.00, 0.08, 0.00, 0.00, 0.00, 0.01, 0.03, 0.00, 0.00, 0.00, 0.00, 0.01], "fmax_ev_per_a": 0.159, "spin_multiplicity": 4, "homo_lumo_gap_ev": [7.0, 6.4], "energy_ev": -225520.260, "de_lowest_kcal_mol": 0.00, "s2": 3.779, "homo_energy_ev": [-10.3, -10.7], "charge": 1}